# 1
DFT (the ωB97M-V functional and the def2-TZVPD basis) results for a structure of composition C48H37BeF5N3P2S.

Each line ends with the Löwdin charge.
Positions of all 97 atoms, in Å:
Be 0.676 -0.965 0.440  -0.138
N -0.926 1.294 -1.315  -0.354
P -2.194 1.153 -0.137  1.048
C -3.554 1.092 -1.373  -0.343
C -4.626 1.976 -1.438  -0.090
C -5.633 1.783 -2.377  -0.099
C -5.577 0.713 -3.258  -0.100
C -4.509 -0.174 -3.202  -0.072
C -3.509 0.016 -2.263  -0.105
C -2.361 2.898 0.438  -0.374
C -1.775 3.995 -0.185  -0.104
C -1.911 5.269 0.351  -0.096
C -2.644 5.463 1.514  -0.108
C -3.241 4.376 2.140  -0.095
C -3.088 3.103 1.610  -0.105
P 0.483 0.331 -1.398  0.983
C 0.323 -0.353 -3.076  -0.343
C 0.291 -1.730 -3.254  -0.092
C 0.131 -2.265 -4.524  -0.067
C 0.000 -1.424 -5.619  -0.089
C 0.037 -0.046 -5.448  -0.086
C 0.206 0.489 -4.182  -0.095
C 1.832 1.548 -1.609  -0.330
C 1.830 2.711 -0.842  -0.134
C 2.933 3.552 -0.833  -0.085
C 4.060 3.233 -1.577  -0.096
C 4.070 2.079 -2.348  -0.083
C 2.964 1.243 -2.367  -0.090
H -1.302 1.483 -2.239  0.046
H -4.687 2.814 -0.754  0.098
H -6.464 2.477 -2.421  0.095
H -6.366 0.569 -3.986  0.094
H -4.461 -1.030 -3.865  0.106
H -2.691 -0.694 -2.201  0.096
H -1.200 3.847 -1.092  0.090
H -1.443 6.113 -0.140  0.096
H -2.747 6.455 1.934  0.092
H -3.818 4.523 3.045  0.096
H -3.540 2.247 2.102  0.084
H 0.401 -2.377 -2.393  0.100
H 0.105 -3.338 -4.656  0.104
H -0.132 -1.842 -6.609  0.098
H -0.054 0.610 -6.304  0.099
H 0.254 1.564 -4.050  0.109
H 0.954 2.965 -0.255  0.058
H 2.911 4.456 -0.237  0.100
H 4.928 3.878 -1.554  0.096
H 4.946 1.819 -2.929  0.101
H 2.981 0.345 -2.973  0.103
F 2.594 -1.681 2.846  0.050
C 3.168 -1.723 1.621  -0.242
C 2.390 -1.623 0.480  -0.042
C 3.110 -1.780 -0.688  -0.230
F 2.462 -1.753 -1.883  0.017
C 4.483 -1.937 -0.763  -0.151
F 5.118 -2.039 -1.945  0.094
C 5.209 -1.990 0.410  -0.143
F 6.543 -2.154 0.379  0.099
C 4.542 -1.896 1.617  -0.147
F 5.241 -1.985 2.765  0.093
C -0.854 -1.704 0.564  -0.130
C -2.053 -1.962 0.423  -0.202
C -3.452 -2.106 0.259  -0.234
C -3.961 -3.004 -0.746  -0.202
C -3.103 -3.606 -1.696  -0.060
C -3.576 -4.430 -2.700  -0.125
C -4.930 -4.730 -2.810  -0.148
C -5.789 -4.205 -1.850  -0.125
C -5.324 -3.378 -0.844  -0.061
C -4.308 -1.244 1.058  -0.212
C -5.498 -0.663 0.567  -0.069
C -6.261 0.200 1.332  -0.107
C -5.890 0.532 2.631  -0.143
C -4.720 -0.024 3.137  -0.138
C -3.950 -0.882 2.370  -0.059
H -2.045 -3.402 -1.620  0.084
H -2.876 -4.844 -3.417  0.086
H -5.302 -5.369 -3.602  0.077
H -6.844 -4.456 -1.880  0.088
H -6.021 -3.027 -0.095  0.095
H -5.796 -0.858 -0.454  0.101
H -7.155 0.639 0.902  0.095
H -6.496 1.200 3.230  0.082
H -4.426 0.205 4.157  0.084
H -3.056 -1.331 2.781  0.080
S 0.886 0.897 1.725  0.818
C 0.101 0.436 3.139  -0.767
N -0.456 -0.735 3.404  0.053
C -0.968 -0.804 4.764  -0.118
C -0.827 0.651 5.259  -0.132
N 0.013 1.238 4.224  0.020
H -0.689 -1.376 2.638  0.079
H -0.366 -1.491 5.362  0.118
H -2.000 -1.140 4.775  0.103
H -0.337 0.699 6.231  0.109
H -1.794 1.155 5.325  0.111
H 0.184 2.223 4.134  0.129

Its molar mass is 853.86 g/mol. The calculation puts the total energy at -3610.6641 hartree. Its energy above the lowest of the compared OMol25 structures with the same formula, charge and spin is 0.0 kcal/mol. The calculation puts the highest occupied orbital energy at -2.5 eV. Its total charge is -1.


# 2
DFT (the ωB97M-V functional and the def2-TZVPD basis) results for an isolated molecule of C2H5N3 in a non-equilibrium geometry.

Each line ends with the natural charge from an NBO analysis.
Positions of all 10 atoms, in Å:
H -1.393 -1.561 0.026  0.351
N -2.153 -0.825 0.042  -0.667
C -1.600 0.327 -0.044  0.258
N -0.218 0.537 -0.062  -0.462
N 0.622 -0.522 -0.175  -0.220
C 1.875 -0.311 0.034  -0.138
H -2.164 1.256 -0.077  0.173
H 0.160 1.464 -0.057  0.370
H 2.635 -1.061 -0.079  0.196
H 2.236 0.697 0.394  0.141

Its molar mass is 71.08 g/mol. The calculation puts the total energy at -243.4121 hartree. Its energy above the lowest of the compared OMol25 structures with the same formula, charge and spin is 31.3 kcal/mol. The calculation puts the highest occupied orbital energy at -9.0 eV. The structure (SMILES) is [H]/N=C\NN=C.


# 3
DFT (the ωB97M-V functional and the def2-TZVPD basis) results for a cluster of 2 separate species, C3H5NO2 in total in a non-equilibrium geometry.

Each line ends with the natural charge from an NBO analysis.
Positions of all 11 atoms, in Å:
C -1.438 0.230 0.118  -0.503
C -0.771 -0.930 -0.410  0.612
O -1.149 -1.865 -1.064  -0.578
O 0.562 -1.045 0.100  -0.542
C 1.472 -0.076 0.278  0.409
N 1.173 1.130 0.498  -0.703
H -1.256 0.510 1.190  0.270
H -0.740 0.335 -1.163  0.289
H -2.363 0.572 -0.303  0.234
H 2.476 -0.519 0.209  0.161
H 2.034 1.658 0.548  0.352

Its molar mass is 87.08 g/mol. The calculation puts the total energy at -322.4252 hartree. Its energy above the lowest of the compared OMol25 structures with the same formula, charge and spin is 93.6 kcal/mol. The calculation puts the highest occupied orbital energy at -10.0 eV.


Taking the records one at a time from the top gives gap between HOMO and LUMO values of 0.1720, 0.3612, 0.3727 hartree.